This record from the Open Molecules 2025 dataset describes a structure of composition C6H24N12O6Ti at a distorted geometry. The level of theory is wB97M-V/def2-TZVPD.

Values from the calculation:
M = 408.2 g mol⁻¹
frontier orbital gap (spin up / spin down) = 4.0 / 9.9 eV
total charge = +1
2S+1 = 4
energy above the lowest of the compared OMol25 structures with the same formula, charge and spin = 96.9 kcal/mol
HOMO energy (spin up / spin down) = -6.0 / -11.9 eV
E = -2200.9200 Eh

```
49
Properties=species:S:1:pos:R:3:forces:R:3
Ti -0.22777 0.88811 -0.41254 -0.20 -0.48 -0.30
C 0.38927 -2.77246 -0.57588 -0.84 0.19 -0.75
O 0.42599 -1.58274 -0.54388 -0.52 3.91 1.65
N 1.30587 -3.38300 -1.26747 3.30 -3.19 -1.66
N -0.57036 -3.61670 -0.16164 -0.57 -0.26 0.93
H 2.10910 -2.89937 -1.64299 -0.47 0.04 0.13
H 1.43845 -4.35809 -1.04001 0.30 0.04 -0.33
H -0.76232 -4.26229 -0.91428 -0.82 -0.21 0.64
H -1.27529 -3.18302 0.41724 -0.49 -0.27 -0.51
C -2.21704 3.02056 0.97893 2.42 -3.03 -0.13
O -1.64411 2.70898 -0.05057 0.23 0.22 -2.04
N -3.18992 3.83741 1.20423 -2.62 3.01 -1.11
N -1.91283 2.40339 2.09815 0.51 -0.36 2.85
H -3.70401 4.09105 0.37268 -0.42 0.49 0.62
H -3.56184 3.70763 2.13425 -1.03 0.71 -0.93
H -1.38378 1.54578 2.16672 0.23 0.15 0.22
H -2.33163 2.87936 2.88438 0.74 -1.13 0.62
C 3.09080 0.86783 -0.28525 -1.17 -0.22 1.71
O 2.31406 1.46977 0.43754 -1.69 0.92 0.66
N 4.12055 1.41509 -0.82656 2.84 3.85 -1.68
N 3.06797 -0.40527 -0.46701 -0.03 -5.08 -0.91
H 4.78029 0.99354 -1.46463 -0.35 0.18 0.22
H 4.02429 2.41890 -0.76995 0.76 0.07 -0.34
H 3.75845 -0.79021 -1.09564 -0.20 -0.19 0.34
H 2.35717 -1.03630 -0.12545 -0.32 0.47 -0.06
C 1.41374 0.80207 -3.57964 -0.74 0.86 -0.50
O 0.70477 0.52968 -2.66003 -1.79 -0.03 3.03
N 1.28801 1.78421 -4.43461 -1.84 4.37 -2.28
N 2.44217 0.10766 -3.92170 3.79 -3.40 -0.34
H 1.87036 1.92938 -5.24695 0.11 -0.32 0.46
H 0.72736 2.60542 -4.25747 -0.38 -0.52 0.27
H 2.77743 -0.53130 -3.21500 0.11 -0.26 -0.82
H 2.83219 0.26638 -4.83974 0.55 -0.59 0.64
C 0.24296 -0.36394 3.10355 0.04 -0.39 -1.53
O -0.68182 -0.00501 2.38821 -1.43 0.96 -1.06
N 1.48513 -0.12465 2.92096 4.06 2.16 -1.37
N 0.08753 -1.24274 4.02359 -2.54 -2.66 3.06
H 1.73874 0.51719 2.18352 0.51 0.13 -0.19
H 2.17190 -0.62319 3.46859 0.06 0.52 -0.42
H -0.89500 -1.47256 4.06747 0.36 -0.74 1.15
H 0.84190 -1.51906 4.63569 -0.83 -0.21 0.12
C -3.32031 -0.67462 0.19702 1.09 0.27 0.30
O -2.49951 -0.22703 -0.58231 0.81 0.71 -0.41
N -3.02066 -1.37245 1.28048 1.56 -2.29 2.06
N -4.60225 -0.39862 0.13750 -3.08 1.13 -2.07
H -2.17788 -1.10332 1.76771 0.30 -0.14 -0.01
H -3.71575 -1.90101 1.78799 0.06 0.54 -0.01
H -5.32509 -1.03020 0.45168 0.23 0.16 0.13
H -4.78713 0.08995 -0.72691 -0.60 -0.10 -0.03
```
Forces are in eV/Å.



This record from the Open Molecules 2025 dataset describes an isolated molecule of C6H13N at a distorted geometry. The level of theory is wB97M-V/def2-TZVPD.

Values from the calculation:
M = 99.2 g mol⁻¹
frontier orbital gap = 9.6 eV
SMILES = C/C=C/C[C@H](C)N
total charge = 0
energy above the lowest of the compared OMol25 structures with the same formula, charge and spin = 34.8 kcal/mol
HOMO energy = -8.6 eV
E = -291.1034 Eh

```
20
Properties=species:S:1:pos:R:3:forces:R:3
C 0.01176 1.98964 0.04933 -1.12 -0.92 -0.47
C -1.30808 1.14183 -0.06978 2.91 -0.23 -0.43
C -1.03097 -0.38312 0.17512 -1.30 0.83 -0.37
C 0.14127 -1.11201 -0.40355 1.08 0.18 0.00
C 1.43469 -1.01959 -0.03896 -0.37 0.21 -1.10
C 2.39932 -2.12708 -0.36255 -0.19 0.70 -0.49
N -2.35549 1.66150 0.76804 -0.60 -0.05 -0.78
H 0.42693 2.07115 -0.95459 0.18 0.13 0.06
H 0.70604 1.39301 0.62125 0.32 0.68 0.64
H -0.23290 2.98485 0.40499 0.31 0.00 0.35
H -1.45852 1.17744 -1.14973 -1.28 0.39 0.15
H -1.13490 -0.55708 1.24835 0.38 -0.09 0.08
H -1.94613 -0.79734 -0.25939 0.08 -0.51 0.14
H -0.00138 -1.80610 -1.23208 -0.64 -0.57 0.64
H 1.83854 -0.05532 0.24798 0.02 -0.35 1.23
H 2.70734 -2.62810 0.55372 0.07 -0.07 0.00
H 3.28548 -1.76664 -0.88981 0.07 -0.07 0.11
H 1.86919 -2.82821 -1.00115 0.15 -0.36 -0.01
H -2.15151 1.51513 1.74986 0.09 -0.07 -0.04
H -3.20068 1.14603 0.54294 -0.17 0.16 0.32
```
Forces are in eV/Å.



This record from the Open Molecules 2025 dataset describes a cluster of 2 separate species, CHClINO in total at a distorted geometry. The level of theory is wB97M-V/def2-TZVPD.

Values from the calculation:
M = 205.4 g mol⁻¹
frontier orbital gap = 9.8 eV
SMILES = [O-][N+]#CCl.I
total charge = 0
energy above the lowest of the compared OMol25 structures with the same formula, charge and spin = 51.6 kcal/mol
HOMO energy = -9.8 eV
E = -926.4467 Eh

```
6
Properties=species:S:1:pos:R:3:forces:R:3
C -0.52079 0.88787 -1.97838 -0.42 -0.07 0.72
N -0.96692 -0.10018 -2.42845 1.77 2.07 0.54
O -1.14210 -0.98711 -3.16989 -1.23 -2.12 -1.23
Cl 0.06289 1.65034 -0.63262 -0.12 0.11 -0.02
I 0.69457 -0.99853 3.68119 -0.97 -0.44 -0.70
H 1.87235 -0.45238 4.52815 0.97 0.45 0.69
```
Forces are in eV/Å.



This record from the Open Molecules 2025 dataset describes a cluster of 2 separate species, C2H7N2 in total at a distorted geometry. The level of theory is wB97M-V/def2-TZVPD.

Values from the calculation:
M = 59.1 g mol⁻¹
frontier orbital gap = 3.9 eV
total charge = +1
energy above the lowest of the compared OMol25 structures with the same formula, charge and spin = 150.3 kcal/mol
HOMO energy = -12.5 eV
E = -189.4409 Eh

```
11
Properties=species:S:1:pos:R:3:forces:R:3
C 0.38945 0.34284 0.01239 1.86 -0.13 -0.89
C 1.58797 0.11362 0.60798 4.29 -2.05 -0.92
N 2.75538 -0.43280 -0.07912 -2.30 2.62 -0.41
N -3.37919 -0.01610 -0.35716 1.01 1.56 1.36
H 0.30649 1.10465 -0.77378 -0.93 0.28 0.35
H 1.80032 0.17932 1.66535 -0.83 0.14 0.58
H 3.59261 -0.86288 0.33736 -1.18 0.28 0.80
H 3.06121 0.15470 -0.88852 -0.92 -1.12 0.47
H -3.54149 -0.86188 -0.84880 -0.23 -0.72 -0.13
H -4.17617 0.26846 0.26882 1.69 -0.69 -0.80
H -2.39658 0.01008 0.05548 -2.46 -0.18 -0.41
```
Forces are in eV/Å.